[1]
H21O10 as an isolated structure at a distorted geometry, computed with ωB97M-V with the def2-TZVPD basis set.

Values from the calculation:
E_LUMO (alpha / beta)	0.2 / 0.1	eV
Kohn-Sham gap (alpha / beta)	2.674 / 10.978	eV
HOMO energy (alpha / beta)	-2.4 / -10.9	eV
calculated total energy	-764.823602	a.u.
expectation value of S²	0.75

The geometry in ORCA input format:
```
! RIJCOSX wB97M-V def2-TZVPD def2/J DEFGRID3
* xyz 0 2
O 2.608 0.452 -1.760
H 3.436 0.027 -2.011
H 2.647 1.144 -0.984
O -2.977 0.437 2.055
H -2.911 -0.375 1.535
H -3.130 1.162 1.445
O -1.031 0.276 -0.557
H -1.289 0.304 0.383
H -1.900 0.235 -1.035
O -0.617 3.494 0.384
H -1.259 4.015 0.830
H -0.832 2.912 -0.348
O 0.859 1.944 2.090
H 0.272 1.558 2.753
H 0.253 2.464 1.547
O 0.393 -3.235 -1.836
H 0.847 -3.697 -1.104
H 0.971 -3.355 -2.606
O -3.256 -0.891 -0.891
H -3.509 -1.779 -1.225
H -4.047 -0.464 -1.286
O 1.160 -1.176 -0.797
H 0.640 -2.042 -1.188
H 2.016 -0.623 -1.339
O 2.726 1.703 0.337
H 2.279 1.472 1.185
O 0.571 -2.609 1.045
H 1.150 -2.900 1.768
H 0.489 -0.540 -0.453
H 3.486 2.212 0.447
H -0.045 -2.126 1.618
*
```

[2]
A 10-piece molecular cluster, H21O10 overall at a distorted geometry, computed with ωB97M-V with the def2-TZVPD basis set.

Values from the calculation:
E_LUMO	-3.0	eV
Kohn-Sham gap	11.456	eV
HOMO energy	-14.5	eV
calculated total energy	-764.714798	a.u.

The geometry in ORCA input format:
```
! RIJCOSX wB97M-V def2-TZVPD def2/J DEFGRID3
* xyz 1 1
O 1.129 2.740 -2.695
H 1.434 2.554 -3.599
H 2.133 -0.651 -0.858
O 0.593 -2.797 -0.173
H 0.596 -3.570 0.384
H 1.391 -2.395 -0.485
O 2.295 0.088 2.025
H 1.667 0.537 -1.165
H 2.049 1.041 1.849
O -2.447 -0.332 1.878
H -2.500 0.256 1.102
H -2.966 -0.058 2.644
O -3.163 0.868 -0.572
H 1.188 -0.154 2.106
H -4.124 0.825 -0.472
O 0.524 -0.713 -2.841
H 0.134 -1.588 -2.780
H -3.092 -0.053 -0.888
O 1.831 2.898 1.614
H 0.476 -0.465 -3.766
H 2.510 3.512 1.322
O -2.356 -1.894 -0.463
H -3.049 -1.798 0.194
H 0.981 3.349 1.606
O 1.548 -0.024 -0.377
H 1.573 2.232 -2.022
O 0.026 -0.778 1.832
H -0.888 -0.658 2.205
H -2.732 -2.368 -1.208
H 2.441 -0.097 1.054
H 0.097 -0.833 0.873
*
```